{"formula": "C26H58F3NO11Si2", "method": "ωB97M-V with the def2-TZVPD basis set", "lumo_energy_ev": 0.30, "homo_energy_ev": -8.9052, "symbols": ["C", "C", "O", "C", "C", "O", "C", "C", "O", "C", "Si", "C", "C", "O", "C", "F", "F", "F", "O", "Si", "C", "C", "C", "C", "C", "C", "C", "C", "O", "C", "C", "O", "C", "C", "C", "N", "O", "H", "H", "H", "H", "H", "H", "H", "H", "H", "H", "H", "H", "H", "H", "H", "H", "H", "H", "H", "H", "H", "H", "H", "H", "H", "H", "H", "H", "H", "H", "H", "H", "H", "H", "H", "H", "H", "H", "H", "H", "H", "H", "H", "H", "H", "H", "C", "O", "H", "H", "H", "H", "C", "O", "H", "H", "H", "H", "C", "O", "H", "H", "H", "H"], "coordinates": [[4.96097, 2.26298, 0.16569], [5.23600, 1.89337, 1.74302], [4.50043, 0.66785, 2.09458], [5.17231, -0.54514, 1.59791], [4.39354, -1.17259, 0.27844], [2.99014, -0.73413, 0.33870], [2.25351, -1.82457, 1.00466], [1.46678, -2.64484, -0.22217], [0.01614, -2.31951, -0.01558], [-0.52495, -1.71181, -1.24098], [-2.36370, -1.15261, -1.13971], [-3.55231, -2.70094, -1.35753], [-3.20591, -3.93081, -0.33062], [-1.91281, -4.60670, -0.59382], [-3.39916, -3.51315, 1.27649], [-2.14599, -3.05010, 1.91576], [-3.80180, -4.78245, 1.98623], [-4.55831, -2.57999, 1.47048], [-2.83651, -0.39679, 0.37291], [-2.71171, 1.35353, 0.32334], [-0.95599, 2.04903, 0.76544], [-1.07421, 3.63625, 1.27870], [-3.31005, 2.17704, -1.30954], [-2.09862, 2.95680, -2.15104], [-1.11374, 1.93973, -2.97733], [-0.12926, 2.80373, -4.01263], [1.36189, 3.10716, -3.37082], [2.37385, 1.80176, -3.38813], [2.06727, 0.89708, -4.51470], [2.58167, -0.44211, -4.12150], [1.54573, -1.72469, -4.40158], [3.76569, -0.66854, -3.54606], [-3.89857, 2.01096, 1.74413], [-4.69811, 0.78241, 2.51679], [-3.82643, 0.27238, 3.82520], [-4.55835, -0.45468, 4.97274], [-2.50974, 0.45835, 3.99916], [4.04539, 1.61669, -0.23923], [5.88646, 1.94906, -0.50953], [4.66196, 3.40593, 0.01733], [6.36636, 1.72050, 1.99197], [4.85168, 2.81853, 2.39044], [6.29417, -0.35729, 1.23981], [5.17238, -1.33747, 2.47414], [4.89017, -0.65648, -0.67030], [4.51630, -2.33159, 0.15934], [1.44083, -1.39281, 1.76385], [2.92776, -2.54564, 1.64232], [1.85094, -2.28353, -1.29210], [1.68547, -3.79807, -0.18059], [0.19943, -0.85686, -1.64920], [-0.48043, -2.56231, -2.07752], [-2.61487, -0.32222, -2.33506], [-4.65022, -2.28595, -1.17102], [-3.51082, -3.00511, -2.50178], [-4.04021, -4.76389, -0.51827], [-2.00537, -4.97550, -1.54188], [-0.22515, 2.09840, -0.17429], [-0.44219, 1.47539, 1.66791], [-0.28028, 4.32700, 0.76403], [-2.13568, 4.02266, 0.90827], [-1.08113, 3.73604, 2.44484], [-3.95739, 1.46707, -2.01172], [-4.06118, 3.05053, -0.99578], [-2.65126, 3.63355, -2.96113], [-1.46191, 3.67699, -1.48388], [-1.68839, 1.17303, -3.67483], [-0.38882, 1.30332, -2.31485], [-0.06730, 2.31192, -5.08191], [-0.67303, 3.84723, -4.14697], [1.86134, 3.91666, -4.08616], [1.30415, 3.62387, -2.30912], [2.42006, 1.24375, -2.33609], [3.48858, 2.18542, -3.57522], [1.70593, -2.46018, -3.49932], [0.45708, -1.24622, -4.39547], [1.82022, -2.23527, -5.42784], [-3.28701, 2.57070, 2.60269], [-4.73294, 2.71998, 1.27485], [-5.05064, -0.07819, 1.80650], [-5.68057, 1.28347, 2.96636], [-4.03842, -0.19497, 5.86381], [-4.46985, -1.48442, 4.78890], [-7.39713, -2.02840, -1.66785], [-6.89726, -2.64047, -2.84250], [-6.82377, -1.11996, -1.46898], [-8.44899, -1.76888, -1.81042], [-7.29135, -2.71539, -0.82472], [-7.42494, -3.44310, -2.99342], [1.36790, 3.01984, 4.72758], [1.26400, 4.27035, 4.07204], [2.01848, 2.36519, 4.14299], [1.79758, 3.16327, 5.72201], [0.37689, 2.56676, 4.80907], [0.68122, 4.82947, 4.61353], [7.65461, -3.73900, 2.40289], [7.94634, -2.35396, 2.43254], [6.72220, -3.89406, 1.85506], [8.46411, -4.27209, 1.89831], [7.54067, -4.11015, 3.42430], [8.77815, -2.24745, 2.92466]], "atomic_forces_ev_per_a": [[-0.1792, -0.3832, -0.5521], [-0.2813, 0.6808, -0.4718], [2.0470, -0.0104, -0.7402], [0.3554, -1.0414, -0.3007], [0.9970, 1.8123, -0.5423], [1.1212, -2.7843, 1.1161], [-1.3131, -0.4133, -0.3819], [0.3415, 0.3093, 0.7927], [1.4915, 0.4191, -2.2348], [1.5269, -0.8176, -0.8588], [-0.7215, -1.1687, 1.7513], [-0.2646, 0.4287, 0.2966], [-1.8023, -0.7674, -0.9139], [-1.9583, 0.6964, -1.2335], [0.2950, -1.3011, 1.0263], [-4.7636, -1.2236, -1.9471], [1.2345, 4.0772, -1.7809], [4.0328, -2.8567, -0.3753], [1.0875, 1.4252, -2.9359], [-0.0610, 0.1179, 1.6521], [1.7750, 0.9833, 0.5266], [-1.4098, 0.0031, -0.7000], [-0.6111, 1.4313, -1.1820], [-0.6246, -0.5338, -1.1146], [0.8113, 0.1314, -1.3092], [-0.5140, 0.6998, 0.7944], [0.1912, 0.2852, -1.5114], [1.5560, 1.7125, 1.1745], [1.2115, -3.2681, 2.7948], [4.1195, -1.3197, 1.7101], [0.3693, 1.6320, 0.2408], [-7.3953, 1.9545, -3.4991], [-0.7792, -0.4002, 1.0454], [-0.3932, 1.1859, 1.1083], [5.0699, -0.3961, 1.3153], [1.5491, 1.0532, -1.3869], [-7.7297, -0.3801, -1.4788], [1.8990, 1.3978, 1.1263], [-1.9071, 0.9417, 1.3800], [0.9395, -2.4785, 0.3035], [-1.9837, 0.4689, -0.6360], [0.6150, -2.3980, -1.1577], [-2.3337, -0.2791, 1.0875], [0.0314, 1.7117, -1.7002], [-1.2649, -1.1422, 1.8550], [-0.2619, 2.1582, 0.3820], [1.6920, -0.7874, -1.9556], [-1.0216, 1.4736, -1.3840], [-0.7926, -0.4580, 2.4965], [-0.8534, 2.0477, 0.1273], [-1.4691, -1.5358, 0.9573], [-0.2813, 1.7262, 1.3170], [0.0582, 0.0338, 0.1836], [2.2573, -1.1397, -0.3003], [-0.0508, 0.1706, 2.4549], [1.5689, 1.8756, 0.8472], [0.1020, 0.8957, 2.2910], [-1.4410, -0.5136, 2.0905], [-1.0150, 0.8736, -2.1658], [-1.3697, -1.4276, 1.2620], [2.1455, -0.4703, 0.8097], [0.2848, -0.2178, -2.3418], [1.5569, 1.5404, 1.3393], [1.5299, -1.8792, -0.5228], [1.2814, -1.4003, 1.6676], [-1.2718, -1.4883, -1.0843], [0.8217, 1.6782, 1.7040], [-1.5432, 1.1527, -0.8836], [0.0839, 0.8864, 2.3420], [1.2402, -2.0210, 0.1347], [-1.0356, -1.6790, 1.5192], [0.0669, -1.4101, -2.0530], [-0.4417, 0.9742, -2.3924], [-2.4519, -0.7119, 0.5673], [-0.3206, 1.4948, -1.9718], [2.3295, -1.3246, -0.1598], [-0.6329, 1.1231, 2.1532], [-1.4004, -1.0443, -2.0821], [1.8510, -1.3943, 1.1382], [1.0005, 1.4221, 1.5541], [2.0465, -1.3545, -0.7384], [-0.5517, -0.7775, -1.7382], [-0.0981, 1.3264, 0.3086], [-0.1705, -0.1806, 0.0165], [-0.0479, -0.4676, -0.3480], [-0.0436, -0.1347, -0.1079], [-0.0044, 0.1411, 0.2470], [-0.0833, 0.1859, 0.2112], [0.3627, 0.4672, 0.0049], [-0.1288, -0.0245, 0.1353], [-0.2550, 0.6134, 0.0285], [-0.0978, 0.1700, 0.0213], [0.0217, -0.2592, 0.0647], [0.0874, -0.2571, 0.0981], [0.3687, -0.2695, -0.3871], [0.1936, -0.0069, 0.1193], [0.4011, 0.3462, 0.1886], [0.1376, 0.1212, 0.0698], [-0.1394, -0.2469, -0.0007], [-0.0857, -0.2535, -0.0809], [-0.5058, 0.0416, -0.3066]]}

***

{"formula": "C26H58O13P2", "method": "ωB97M-V with the def2-TZVPD basis set", "smiles": "COP(=O)(OC)OC.COP(=O)(OC)OC.C1CCOC1.C1CCOC1.C1CCOC1.C1CCOC1.C1CCOC1", "lumo_energy_ev": 0.54, "de_lowest_kj_mol": 128.91, "homo_energy_ev": -9.3627, "symbols": ["C", "O", "P", "O", "O", "C", "O", "C", "H", "H", "H", "H", "H", "H", "H", "H", "H", "C", "O", "P", "O", "O", "C", "O", "C", "H", "H", "H", "H", "H", "H", "H", "H", "H", "C", "C", "C", "O", "C", "H", "H", "H", "H", "H", "H", "H", "H", "C", "C", "C", "O", "C", "H", "H", "H", "H", "H", "H", "H", "H", "C", "C", "C", "O", "C", "H", "H", "H", "H", "H", "H", "H", "H", "C", "C", "C", "O", "C", "H", "H", "H", "H", "H", "H", "H", "H", "C", "C", "C", "O", "C", "H", "H", "H", "H", "H", "H", "H", "H"], "coordinates": [[0.94671, 0.41515, -6.30975], [1.56678, 0.14067, -5.04471], [1.88314, 1.33738, -4.00645], [2.69503, 0.93267, -2.85267], [2.46916, 2.52418, -4.91223], [3.86894, 2.49626, -5.21291], [0.42418, 1.86351, -3.61116], [0.16557, 3.18395, -3.18065], [0.24823, 1.23630, -6.14034], [0.32954, -0.45944, -6.52314], [1.64018, 0.54153, -7.13699], [4.36585, 1.52891, -5.16603], [4.37190, 3.11995, -4.46662], [3.98689, 3.01205, -6.16350], [0.98913, 3.86920, -3.38159], [-0.00063, 3.22179, -2.09933], [-0.75976, 3.60342, -3.57625], [-3.10996, -5.63122, -2.14997], [-2.75570, -4.35265, -2.66221], [-1.78455, -3.43979, -1.77562], [-2.41955, -2.83681, -0.59376], [-1.28313, -2.44713, -2.89220], [-0.27641, -1.52522, -2.50172], [-0.51502, -4.43424, -1.51830], [0.19599, -4.32926, -0.28718], [-2.44379, -6.42657, -2.48181], [-4.10706, -5.87591, -2.51549], [-3.17771, -5.61669, -1.06041], [-0.51611, -0.46571, -2.64183], [0.62351, -1.61726, -3.11088], [-0.03560, -1.58739, -1.43977], [0.95440, -3.55287, -0.23423], [0.66690, -5.30846, -0.15549], [-0.48381, -4.33285, 0.56845], [2.72482, 4.77756, 1.05319], [3.12931, 3.95474, 2.26599], [4.27663, 4.71567, 2.93154], [4.32108, 5.95105, 2.20280], [3.07190, 6.19051, 1.57487], [1.66176, 4.67703, 0.82406], [3.30503, 4.48265, 0.17948], [3.42832, 2.91371, 2.11493], [2.27236, 3.87088, 2.94252], [5.26346, 4.26229, 2.83840], [4.10959, 4.94005, 3.98986], [3.19308, 6.77000, 0.66266], [2.28107, 6.51092, 2.25389], [-0.82197, -0.38468, 1.02762], [0.53059, 0.18726, 1.31927], [0.78459, 0.94336, -0.00035], [-0.47321, 1.49901, -0.35224], [-1.53283, 0.69467, 0.18284], [-1.40145, -0.67282, 1.90915], [-0.75533, -1.34050, 0.50365], [1.25588, -0.62206, 1.41461], [0.58786, 0.95614, 2.08879], [1.15037, 0.35401, -0.85202], [1.51925, 1.74606, 0.11455], [-2.15931, 0.28712, -0.61129], [-2.19077, 1.28078, 0.82904], [-1.35373, -3.96069, 3.55584], [-2.39746, -4.69914, 4.36887], [-2.29619, -4.01064, 5.74549], [-1.63495, -2.76046, 5.53958], [-1.30305, -2.57710, 4.16594], [-1.53803, -3.87758, 2.48177], [-0.40451, -4.49419, 3.67358], [-2.24994, -5.77362, 4.40050], [-3.38887, -4.39111, 4.03204], [-1.80868, -4.64452, 6.48568], [-3.30613, -3.66780, 5.98207], [-0.41168, -1.98093, 3.95098], [-2.10842, -1.89545, 3.83948], [-3.73918, -0.38466, -4.28110], [-4.52109, 0.22469, -5.44067], [-4.69916, 1.68979, -4.99864], [-4.85245, 1.50819, -3.58672], [-3.72730, 0.69449, -3.18979], [-2.70433, -0.54788, -4.58985], [-4.25205, -1.25399, -3.87954], [-5.41553, -0.32890, -5.72093], [-3.99289, 0.32670, -6.40106], [-5.55826, 2.23889, -5.37452], [-3.79342, 2.26022, -5.23333], [-4.02022, 0.29879, -2.22097], [-2.78519, 1.24399, -3.12850], [2.43026, -0.70505, 5.23822], [2.91961, 0.67144, 4.93236], [1.95135, 1.53706, 5.60873], [1.75017, 0.85558, 6.85548], [2.10481, -0.54850, 6.74732], [3.03324, -1.59019, 5.02401], [1.51660, -0.94819, 4.68384], [2.95053, 0.82712, 3.84837], [3.91848, 0.74528, 5.36992], [0.93741, 1.62111, 5.19240], [2.31871, 2.56039, 5.73033], [1.24408, -1.15687, 7.02584], [2.93212, -0.83917, 7.39587]], "atomic_forces_ev_per_a": [[-1.1501, -0.4071, 0.6662], [0.7839, 0.6260, 0.8094], [-0.6308, -0.1420, -0.0643], [-0.0708, -0.0789, -0.7149], [-0.3771, -0.8712, 0.3097], [0.5988, 1.2351, 0.5281], [0.3999, -0.4574, -1.0193], [-0.0694, 1.2230, 1.3220], [0.2070, 0.2366, -0.5919], [0.1206, -0.0196, -0.0493], [0.2413, 0.3546, 0.2797], [-0.4712, -0.2381, -0.2738], [-0.0118, -0.0984, -0.0298], [0.0369, -0.3906, -0.1554], [0.0096, -0.1243, -0.3210], [0.2085, -0.4805, -0.0223], [0.0960, -0.4372, -0.6357], [-0.7214, -0.3874, 0.2907], [0.8531, 0.4401, 0.1472], [-0.3081, -0.9788, -0.5593], [0.6922, -0.3281, -0.0819], [-0.2357, 0.1402, -0.1376], [1.0019, 1.2050, 0.1962], [-0.9396, 1.2787, 0.0912], [-0.1116, -1.7355, 0.8350], [0.2951, 0.2581, 0.0024], [0.0264, 0.1800, -0.1031], [0.1545, -0.0276, 0.0088], [-0.8979, -0.2306, -0.1393], [-0.0120, -0.6670, 0.0887], [0.1232, -0.3074, -0.0702], [-0.1989, 0.2372, -0.2481], [0.4140, 0.2248, -0.2889], [-0.1002, 0.7473, -0.1608], [-0.3415, -0.1729, 0.5736], [-0.2848, -1.2816, 0.9165], [-0.3036, 0.9259, -0.4463], [0.3124, 1.0237, 0.2130], [0.3841, -2.1304, -1.2239], [0.0556, -0.0990, -0.0474], [0.0846, 0.3346, -0.0679], [-0.0604, 0.0952, -0.5169], [0.0568, 0.2056, 0.0805], [-0.0960, -0.1327, -0.1182], [-0.1311, -0.1663, 0.0028], [0.1680, 0.8756, 0.5720], [0.1176, 0.4555, 0.0554], [-1.3679, -0.5681, 0.3167], [0.8624, 0.2000, -1.5348], [0.3531, 0.0686, -0.1101], [-0.5635, 0.3932, -0.0293], [0.3917, -0.4660, 0.5393], [-0.0198, 0.3790, 0.0804], [0.1888, 0.2138, -0.2736], [0.2069, 0.2763, 0.5229], [-0.1561, -0.4285, 0.4436], [0.0083, -0.3440, 0.3690], [-0.1970, 0.1140, 0.0338], [0.1742, -0.1316, -0.1182], [0.1651, 0.3474, -0.0981], [0.6933, -0.0509, -0.6787], [-0.3999, 1.0701, 0.1730], [-0.5644, 0.6179, -0.9249], [1.6506, -0.1395, 0.6702], [-1.4400, 0.5528, 0.1287], [-0.2537, -0.2278, 0.0746], [0.1621, 0.3165, 0.0200], [-0.2249, -0.0364, -0.0760], [-0.0203, -0.6921, -0.4736], [-0.0237, 0.3675, 0.2691], [-0.0067, -0.7909, 0.8963], [0.4083, -0.4707, 0.6768], [-0.0007, -0.4803, -0.7687], [0.7923, 0.1893, -0.0419], [0.3320, 1.1136, -1.6678], [-0.6171, -1.1490, 1.0477], [0.8139, 1.2842, 0.3066], [-1.7977, -0.1043, -0.4476], [-0.1695, -0.7398, 0.1307], [0.4064, -0.3271, -0.2488], [-0.3402, 0.2906, 0.5186], [0.4029, -0.6676, 0.2639], [-0.1335, -0.1680, -0.0328], [0.0815, 0.0365, 0.0980], [0.3554, -0.0072, 0.1526], [-0.0531, 0.2275, -0.0565], [-0.9909, -1.4302, 0.8703], [1.0672, -0.8448, -2.2211], [-1.0034, 0.2596, 1.2326], [0.3377, -0.1856, 1.1391], [-0.6945, 0.3650, -1.2064], [0.6555, 0.4502, 0.1135], [-0.1884, 0.4200, 0.1383], [0.2904, 0.2022, 0.1106], [0.0022, 0.5110, -0.1406], [0.3731, -0.1307, -0.7218], [0.0307, -0.1379, 0.5067], [-0.0929, 0.1085, 0.0984], [0.1962, 0.4315, 0.0275]]}

***

Number 1: gap between HOMO and LUMO 9.209 eV. Number 2: gap between HOMO and LUMO 9.903 eV.